# 1
The following is a quantum chemistry calculation of a structure of composition C9H9MoNO4S4Sb, from OMol25.

Structure (XYZ):
```
29
Properties=species:S:1:pos:R:3:lowdin_spin:R:1
Mo 0.876 2.107 2.332 0.0124
C -2.721 -3.456 -2.729 0.0000
C -1.995 -2.344 -2.042 0.0001
C -1.400 -1.314 -2.774 0.0000
C -0.752 -0.274 -2.145 0.0000
C -0.701 -0.277 -0.745 0.0000
C -1.281 -1.303 0.020 0.0001
C -1.921 -2.323 -0.638 0.0000
S 0.112 0.985 0.028 0.0005
O 0.604 1.989 -0.860 0.0008
O -0.720 1.567 1.201 0.0019
N 1.268 0.523 1.090 0.0036
C 2.632 0.313 0.627 0.0004
C 3.503 1.397 1.222 0.0001
O 4.603 1.717 1.030 0.0002
O 2.702 2.106 2.230 0.0016
H -2.578 -3.423 -3.806 0.0000
H -3.790 -3.382 -2.519 0.0000
H -2.377 -4.421 -2.357 0.0000
H -1.452 -1.329 -3.855 0.0000
H -0.303 0.530 -2.712 0.0000
H -1.231 -1.289 1.101 0.0000
H -2.378 -3.123 -0.070 0.0000
H 2.731 0.338 -0.460 0.0000
H 2.999 -0.650 0.989 0.0001
S 2.456 5.002 4.908 0.9043
Sb 0.252 4.347 4.493 0.0352
S 0.444 1.701 4.370 -0.0069
S 0.418 4.286 2.070 0.0454
```

Summary:
⟨S²⟩ ... 0.76
Multiplicity ... 2
Charge ... +2
Highest occupied orbital energy (spin up / spin down) ... -15.718 / -15.718 eV


# 2
The following is a quantum chemistry calculation of the molecule C6H8, from OMol25.

Structure (XYZ):
```
14
Properties=species:S:1:pos:R:3:lowdin_spin:R:1
C 1.031 0.677 -0.825 0.3811
C 1.136 -0.569 0.047 0.0925
C -0.779 0.418 1.293 0.1437
C -1.440 -0.348 -0.605 0.1235
C -0.938 0.959 -0.102 0.5593
C -0.367 -0.619 0.391 0.5806
H 1.527 1.510 -0.398 0.0154
H 1.199 0.421 -1.812 0.0261
H 1.408 -1.453 -0.452 0.0141
H 1.520 -0.419 0.996 0.0062
H -0.075 0.966 1.886 0.0040
H -1.674 0.227 1.912 0.0323
H -2.377 -0.652 -0.421 0.0175
H -1.313 -0.439 -1.697 0.0037
```

Summary:
⟨S²⟩ ... 2.02
Multiplicity ... 3
Charge ... 0
Highest occupied orbital energy (spin up / spin down) ... -5.361 / -8.967 eV


# 3
The following is a quantum chemistry calculation of a structure of composition C17H16N4O5S2TeV, from OMol25.

Structure (XYZ):
```
46
Properties=species:S:1:pos:R:3:lowdin_spin:R:1
V -0.109 -0.654 -3.256 2.6908
O 1.988 -0.293 -3.246 0.0356
N 2.381 0.799 -2.618 0.0081
C 3.595 0.763 -2.025 0.0016
C 4.119 1.838 -1.363 0.0021
C 3.358 3.012 -1.311 0.0026
C 2.131 3.037 -1.915 0.0014
C 1.591 1.916 -2.587 0.0095
S 0.055 1.906 -3.325 0.0181
H 4.090 -0.191 -2.125 0.0002
H 5.085 1.746 -0.891 0.0001
H 3.726 3.886 -0.790 0.0002
H 1.507 3.919 -1.890 0.0000
C -3.709 -1.473 -2.089 0.0036
C -3.357 -0.503 -3.175 0.0086
C -4.401 0.302 -3.897 0.0009
O -2.205 -0.453 -3.559 0.0326
H -4.774 -1.501 -1.858 0.0002
H -3.144 -1.250 -1.182 0.0011
H -3.359 -2.454 -2.432 0.0010
H -5.381 0.240 -3.426 0.0000
H -4.469 -0.075 -4.920 0.0004
H -4.086 1.344 -3.957 0.0004
O 3.217 -2.319 4.829 0.0000
S 2.479 -1.656 5.882 0.0000
O 3.145 -0.503 6.465 -0.0002
O 1.850 -2.544 6.844 -0.0002
C 1.047 -0.894 5.038 -0.0011
N 0.163 -0.288 5.834 0.0069
C -0.876 0.270 5.237 0.0000
C -1.059 0.253 3.864 0.0060
C -0.074 -0.384 3.121 0.0023
N 0.971 -0.962 3.712 0.0058
C -0.132 -0.461 1.632 0.0319
C -1.019 0.317 0.892 -0.0049
C -1.020 0.222 -0.486 0.0340
N -0.200 -0.592 -1.158 0.0225
C 0.644 -1.358 -0.448 0.0376
C 0.717 -1.313 0.933 -0.0045
H -1.604 0.754 5.882 -0.0002
H -1.931 0.706 3.416 0.0004
H -1.692 1.019 1.363 -0.0011
H -1.664 0.849 -1.090 0.0034
H 1.267 -2.018 -1.039 0.0042
H 1.424 -1.927 1.474 -0.0009
Te -0.284 -3.033 -4.360 0.0390
```

Summary:
⟨S²⟩ ... 3.78
Multiplicity ... 4
Charge ... -2
Highest occupied orbital energy (spin up / spin down) ... -0.126 / -0.412 eV


# 4
The following is a quantum chemistry calculation of a structure of composition C9H18ClFGaO7PS3, from OMol25.

Structure (XYZ):
```
41
Properties=species:S:1:pos:R:3:lowdin_charge:R:1
O -1.769 -0.328 -1.111 -0.1851
C -1.996 0.847 -1.491 -0.7940
O -2.702 1.053 -2.552 -0.2216
Ga -1.346 2.512 -0.480 -0.0124
F -1.320 3.996 -1.609 -0.4155
S -2.667 2.793 1.386 0.2041
P 0.884 2.160 0.229 0.4047
O 1.750 1.767 -1.218 -0.4686
Cl 0.930 0.493 1.537 0.0526
H -3.239 1.578 1.602 -0.2516
H 1.286 2.290 -1.896 0.0100
C 6.151 1.805 2.715 -0.2359
C 6.392 1.346 1.272 -0.2274
C 5.110 1.629 0.479 -0.2169
S 4.318 3.020 1.286 0.6233
O 3.078 2.572 1.846 -0.4391
O 4.406 4.181 0.433 -0.3312
C 5.513 3.186 2.611 -0.2432
H 7.078 1.835 3.291 0.1043
H 5.466 1.114 3.212 0.1191
H 7.224 1.914 0.845 0.1086
H 6.658 0.289 1.224 0.1072
H 5.324 1.889 -0.555 0.1029
H 4.421 0.786 0.515 0.1076
H 5.011 3.499 3.524 0.1024
H 6.245 3.937 2.308 0.0974
C -5.529 -3.746 -2.344 -0.2379
C -4.001 -3.793 -2.257 -0.2207
C -3.578 -2.924 -1.068 -0.2139
S -4.945 -2.963 0.089 0.6599
O -5.516 -1.645 0.189 -0.3088
O -4.567 -3.723 1.263 -0.3554
C -6.030 -3.967 -0.923 -0.2547
H -5.920 -4.502 -3.029 0.1021
H -5.847 -2.765 -2.706 0.1209
H -3.680 -4.828 -2.093 0.1059
H -3.532 -3.447 -3.178 0.1148
H -2.686 -3.311 -0.582 0.1072
H -3.411 -1.882 -1.372 0.0871
H -7.064 -3.658 -0.776 0.0962
H -5.901 -5.008 -0.618 0.0955
```

Summary:
Charge ... -2
Highest occupied orbital energy ... 0.346 eV


# 5
The following is a quantum chemistry calculation of the ion C8H12N3 with charge +1, from OMol25.

Structure (XYZ):
```
23
Properties=species:S:1:pos:R:3:lowdin_charge:R:1
C 3.744 -0.593 0.188 -0.0461
C 3.573 0.738 -0.012 -0.0474
C 1.326 -1.181 -0.149 0.0833
C 2.562 -1.376 0.123 0.1568
C 1.133 0.385 -0.190 -0.2431
C -1.368 0.621 -0.423 -0.4161
C -2.122 1.637 0.413 -0.0487
C -2.657 -1.708 -0.211 -0.0736
N 0.034 0.895 -0.399 0.2054
N 2.302 1.126 -0.217 0.1261
N -1.567 -0.699 0.128 -0.1325
H 4.676 -1.067 0.619 0.1473
H 4.402 1.405 -0.188 0.1536
H 0.453 -1.761 -0.311 0.1041
H -1.798 0.746 -1.459 0.1782
H -3.153 1.488 0.375 0.0532
H -1.939 2.733 0.178 0.1121
H -2.083 1.353 1.481 0.0901
H -2.245 -2.506 0.557 0.1147
H -3.764 -1.466 -0.032 0.0983
H -2.404 -2.080 -1.187 0.0560
H 2.271 2.112 -0.463 0.1813
H -1.376 -0.802 1.179 0.1471
```

Summary:
Charge ... +1
Highest occupied orbital energy (spin up / spin down) ... -12.371 / -12.517 eV


# 6
The following is a quantum chemistry calculation of a structure of composition C33H60Be2ClCsFNO14, from OMol25.

Structure (XYZ):
```
113
Properties=species:S:1:pos:R:3:lowdin_charge:R:1
C -1.174 -3.755 1.466 0.1117
C -1.236 -3.299 0.362 -0.1067
C -1.255 -2.609 -0.982 -0.0898
C -1.084 -1.118 -0.725 -0.2677
O -2.282 -0.315 -0.741 0.0795
C -1.936 0.991 -0.873 -0.4247
O -2.737 1.869 -0.909 0.0982
C -0.375 1.052 -0.916 -0.1560
C 0.278 2.291 -1.572 -0.1490
C 0.416 3.520 -0.564 -0.2657
O 1.788 3.722 -0.519 0.0222
C 2.342 3.518 0.759 -0.4533
C 1.932 2.297 1.526 0.0089
O 3.151 4.285 1.169 0.1737
C -0.169 -0.302 -1.632 -0.1947
C 1.260 -0.808 -1.923 -0.1075
C 1.849 -1.776 -0.848 -0.1570
C 3.377 -1.531 -0.718 -0.1406
C 3.569 -0.634 0.514 -0.1814
O 4.967 -0.685 0.938 -0.3692
C 5.050 -0.643 2.419 -0.0416
H -1.165 -4.044 2.492 0.0359
H -0.482 -3.018 -1.631 0.1126
H -2.207 -2.845 -1.467 0.1141
H -0.720 -0.947 0.298 0.1156
H -0.131 1.085 0.161 0.1156
H 1.287 2.065 -1.929 0.1165
H -0.262 2.568 -2.463 0.0547
H -0.097 4.636 -1.028 0.0087
H -0.100 3.380 0.384 0.1369
H 2.092 1.363 1.009 0.0461
H 2.483 2.275 2.464 0.1074
H 0.886 2.426 1.807 0.0843
H -0.561 -0.080 -2.636 0.1568
H 1.939 0.043 -2.024 0.0976
H 1.270 -1.323 -2.886 0.1225
H 1.686 -2.800 -1.186 0.1101
H 1.340 -1.659 0.112 0.1052
H 3.767 -1.021 -1.599 0.1144
H 3.911 -2.457 -0.499 0.1226
H 3.348 0.400 0.257 0.1023
H 2.912 -1.022 1.291 0.1310
H 5.001 -1.670 2.772 0.1111
H 4.219 -0.041 2.781 0.0909
H 6.000 -0.154 2.670 0.0550
Be 6.352 0.392 0.546 0.6199
O -2.463 -6.300 -3.104 0.1181
C -3.259 -6.479 -2.219 -0.5390
O -2.895 -6.308 -0.964 0.0322
C -3.793 -6.317 0.142 -0.2074
C -4.052 -7.726 0.648 -0.0374
C -4.641 -6.970 -2.535 -0.2197
H -4.722 -5.792 -0.090 0.1251
H -3.297 -5.722 0.907 0.1164
H -4.549 -8.345 -0.123 0.0459
H -4.684 -7.707 1.534 0.0951
H -3.113 -8.219 0.898 0.0950
H -4.623 -8.050 -2.649 -0.4249
H -4.966 -6.522 -3.479 0.1150
H -5.386 -6.694 -1.794 0.0925
Cl -1.440 4.311 -1.773 0.5983
C -2.280 7.664 -3.239 -0.0274
C -1.823 8.794 -4.159 -0.6523
O -0.498 8.880 -4.391 -0.1238
O -2.655 9.521 -4.615 0.1198
H -1.439 7.064 -2.887 0.0168
H -2.796 8.081 -2.374 0.0949
H -2.966 7.010 -3.774 0.0946
Cs -5.354 -9.436 -2.991 1.5622
C -6.021 8.174 -6.591 -0.0939
C -4.846 7.982 -7.534 -0.3281
O -4.352 9.239 -7.976 -0.0803
H -6.820 8.724 -7.087 0.0777
H -6.414 7.213 -6.251 0.0713
H -5.721 8.758 -5.717 0.0670
H -5.153 7.416 -8.412 0.1112
H -4.035 7.435 -7.037 0.0985
H -4.075 9.729 -7.194 0.0694
C 2.700 -1.348 5.583 -0.0846
C 3.638 -1.763 6.706 -0.2714
N 4.856 -0.975 6.746 -0.2044
C 5.886 -1.543 7.605 -0.2513
C 5.596 -1.639 9.106 -0.0816
C 4.678 0.465 6.844 -0.2546
C 3.874 1.011 8.030 -0.0772
H 3.217 -1.355 4.622 0.0498
H 1.863 -2.043 5.517 0.0768
H 2.282 -0.354 5.744 0.0684
H 3.909 -2.809 6.541 0.1184
H 3.088 -1.731 7.658 0.1050
H 6.814 -0.985 7.459 0.1113
H 6.103 -2.551 7.237 0.1082
H 5.646 -0.667 9.593 0.0575
H 6.348 -2.271 9.582 0.0743
H 4.622 -2.084 9.312 0.0683
H 4.194 0.811 5.924 0.0905
H 5.659 0.945 6.829 0.1140
H 2.946 0.462 8.191 0.0688
H 3.605 2.052 7.839 0.0738
H 4.450 0.998 8.953 0.0581
C -2.918 -3.271 -4.702 -0.0694
C -3.624 -3.003 -6.006 -0.3075
O -3.814 -1.601 -5.969 0.1438
C -2.792 -1.087 -5.221 -0.5382
O -2.480 0.052 -5.194 0.1916
O -2.170 -2.069 -4.512 0.0564
F -4.834 -3.618 -6.038 0.0712
H -3.612 -3.402 -3.869 0.1383
H -2.263 -4.137 -4.753 0.1318
H -3.052 -3.273 -6.895 0.1781
O 0.118 0.127 2.259 -0.3268
H -0.286 0.465 3.068 -0.0769
Be 0.381 9.154 -2.883 0.9296
```

Summary:
Charge ... +2
Highest occupied orbital energy ... -10.275 eV


| no. | molar mass (g mol⁻¹) | F_max (eV Å⁻¹) |
| --- | --- | --- |
| 1 | 541.142 | 0.7 |
| 2 | 80.130 | 4.5 |
| 3 | 599.016 | 0.8 |
| 4 | 489.585 | 2.8 |
| 5 | 150.205 | 3.5 |
| 6 | 900.216 | 11.3 |